No. 1
Computed, not measured: C2Br3NO2 as an isolated structure at a distorted geometry, with ωB97M-V/def2-TZVPD.

Calculated values
Relative energy (zero: lowest compared OMol25 entry of this formula, charge and spin) (kJ/mol): 594.2
2S+1: 1
LUMO (spin up / spin down) (eV): -2.0 / -1.1

Each line ends with the Mulliken charge.
Cartesian coordinates (Å):
C1 0.65021 -0.94106 -0.64355  -0.0820
C2 -0.09491 -1.67088 -1.40778  0.2218
N1 -0.27466 1.21820 1.14938  0.8096
O1 -1.24482 1.18112 1.80048  -0.4355
O2 0.63438 1.89457 0.86231  -0.3722
Br1 2.11921 0.10720 -0.84022  0.0228
Br2 0.32901 -2.15266 -3.27732  -0.1071
Br3 -1.70858 -2.45759 -0.81151  -0.0573

No. 2
Computed, not measured: one molecule with the formula C2H4N2O2S at a distorted geometry, with ωB97M-V/def2-TZVPD.

Calculated values
SMILES string: O[C@]12CNSN1O2
Relative energy (zero: lowest compared OMol25 entry of this formula, charge and spin) (kJ/mol): 294.7
2S+1: 1
LUMO (eV): 0.8

Each line ends with the Mulliken charge.
Cartesian coordinates (Å):
O1 0.74890 1.69513 -0.75521  -0.4639
C1 -0.22186 0.97640 -0.11840  0.6583
C2 0.07035 -0.52783 -0.16794  -0.3710
N1 -1.17215 -1.24838 0.01492  -0.4276
S1 -2.50134 -0.17662 -0.29323  0.0537
N2 -1.63070 1.26991 -0.15283  -0.2647
O2 -0.81575 1.41820 1.04929  -0.4006
H1 0.62882 2.63892 -0.57881  0.3442
H2 0.51767 -0.74910 -1.14033  0.2750
H3 0.78327 -0.77489 0.62156  0.2551
H4 -1.26927 -1.60494 0.96016  0.3414

No. 3
Computed, not measured: one molecule with the formula C4H8N2 at a distorted geometry, with ωB97M-V/def2-TZVPD.

Calculated values
SMILES string: [H]/N=C(/N)C(=C)C
Relative energy (zero: lowest compared OMol25 entry of this formula, charge and spin) (kJ/mol): 123.1
2S+1: 1
LUMO (eV): 0.9

Each line ends with the Mulliken charge.
Cartesian coordinates (Å):
H1 -1.98284 -0.68978 -0.49827  0.2405
N1 -1.65712 -0.71167 0.45233  -0.7725
C1 -0.48836 -0.20352 0.58686  0.3883
N2 0.08293 -0.28542 1.85880  -0.5219
C2 0.45251 0.25289 -0.49730  0.8514
C3 1.75407 0.33744 -0.30614  -0.9466
C4 -0.13680 0.50506 -1.90408  -1.2754
H2 0.41768 0.63132 2.31605  0.2537
H3 -0.62419 -0.81345 2.40250  0.2975
H4 2.34045 0.15248 0.58163  0.3864
H5 2.35986 0.64876 -1.21626  0.2243
H6 -1.26253 0.96591 -1.82917  0.2706
H7 -0.19823 -0.46484 -2.64063  0.2382
H8 0.48064 1.19797 -2.56978  0.3654

What are the E_tot values for these records? In order: -217779.503, -20046.429, -7256.600 eV.